Below is a 7-piece molecular cluster, C30H78N4O13 overall in a non-equilibrium geometry, with properties calculated with ωB97M-V/def2-TZVPD.

Properties
Energy relative to the best compared isomer or geometry (same formula, charge and spin), kcal per mole: 107.69
Lowest unoccupied orbital energy, eV: 0.54
Calculated total energy, eV: -64935.447
SMILES: COCCNCCOC.COCCNCCOC.COCCNCCOC.COCCNCCOC.OCCO.OCCO.CCO
HOMO level, eV: -8.705
Kohn-Sham gap, eV: 9.2

```
125
Properties=species:S:1:pos:R:3:mulliken_charge:R:1
C 0.415 -1.714 -0.070 -0.527
O 1.236 -2.543 0.603 -0.453
C 0.822 -2.603 1.977 0.189
C 1.997 -3.085 2.849 -1.196
N 1.618 -3.713 4.078 -0.177
C 2.806 -3.810 4.960 -0.553
C 2.485 -4.846 6.025 -0.467
O 3.350 -5.149 6.815 -0.326
C 2.983 -6.224 7.684 -0.726
H -0.612 -2.049 0.073 0.381
H 0.496 -1.784 -1.164 0.114
H 0.638 -0.688 0.200 0.324
H -0.041 -3.213 2.052 0.367
H 0.514 -1.646 2.360 -0.187
H 2.544 -2.133 3.119 0.303
H 2.754 -3.566 2.147 0.386
H 1.371 -4.679 3.736 0.299
H 3.010 -2.986 5.558 0.295
H 3.735 -4.071 4.456 0.323
H 2.210 -5.701 5.456 0.312
H 1.612 -4.506 6.609 0.314
H 3.703 -6.573 8.402 0.285
H 2.632 -6.998 7.004 0.312
H 2.276 -5.882 8.437 0.305
C -1.507 -2.055 -4.243 -0.595
O -1.077 -2.843 -3.226 -0.077
C -0.551 -4.120 -3.721 -0.725
C 0.111 -4.567 -2.418 -0.527
N 0.634 -5.909 -2.551 -0.318
C 1.321 -6.345 -1.329 -0.385
C 2.128 -7.603 -1.517 -0.491
O 2.932 -7.962 -0.609 -0.329
C 3.477 -9.268 -0.881 -0.922
H -2.234 -2.592 -4.883 0.373
H -0.754 -1.385 -4.734 0.356
H -1.986 -1.209 -3.775 -0.100
H 0.151 -4.236 -4.559 0.346
H -1.210 -4.922 -3.994 0.385
H -0.588 -4.481 -1.615 0.295
H 0.860 -3.875 -2.131 0.405
H 1.269 -6.070 -3.300 0.270
H 0.603 -6.506 -0.529 0.196
H 1.929 -5.528 -0.884 0.238
H 2.682 -7.464 -2.406 0.296
H 1.435 -8.422 -1.613 0.331
H 2.879 -10.138 -0.773 0.385
H 4.208 -9.542 -0.122 0.302
H 4.030 -9.310 -1.773 0.367
C 4.918 4.232 2.717 -0.766
O 4.068 4.726 1.727 -0.441
C 3.487 3.631 1.023 -0.212
C 2.637 2.660 1.994 -1.001
N 1.353 2.423 1.434 0.083
C 0.910 1.385 2.495 -0.516
C -0.485 1.007 2.151 0.328
O -1.004 0.250 2.925 -0.454
C -2.444 0.447 2.951 -0.566
H 5.574 4.968 3.120 0.335
H 5.653 3.563 2.251 0.299
H 4.405 3.768 3.575 0.238
H 4.163 3.300 0.307 0.503
H 2.771 4.203 0.517 0.033
H 2.433 3.208 2.917 0.572
H 3.269 1.813 2.231 0.536
H 0.766 3.257 1.487 -0.241
H 0.717 1.787 3.494 0.522
H 1.554 0.474 2.345 -0.014
H -0.677 0.721 1.128 -0.136
H -1.006 1.988 2.176 0.325
H -2.708 1.494 3.189 0.320
H -2.873 -0.191 3.834 0.301
H -2.931 0.086 2.013 0.096
C -0.175 0.826 -5.879 -0.922
O 0.315 0.839 -4.559 -0.530
C -0.452 1.564 -3.620 0.258
C 0.409 1.566 -2.371 -0.673
N -0.221 2.380 -1.369 1.472
C 0.136 3.789 -1.384 -0.838
C -0.704 4.577 -0.508 0.746
O -0.388 5.663 -0.075 -0.301
C 0.083 6.694 -0.846 -0.904
H -0.036 1.813 -6.254 0.419
H -1.217 0.455 -6.019 0.293
H 0.464 0.159 -6.493 0.294
H -1.501 1.268 -3.372 0.329
H -0.465 2.560 -3.967 0.238
H 1.430 1.900 -2.509 0.590
H 0.389 0.550 -1.946 -0.561
H 0.214 1.895 -0.564 -0.634
H -0.025 4.165 -2.362 0.893
H 1.190 3.846 -1.033 -0.123
H -0.836 3.993 0.396 -0.741
H -1.648 4.857 -1.059 -0.091
H -0.665 7.490 -0.803 0.320
H 0.505 6.450 -1.844 0.366
H 1.039 7.011 -0.324 0.285
C -2.621 0.083 -1.077 0.236
C -3.442 1.197 -0.549 -1.082
O -2.607 2.201 0.156 1.400
H -1.474 0.199 -0.937 -0.772
H -2.932 -0.224 -2.079 0.089
H -2.940 -0.798 -0.477 0.489
H -4.110 0.918 0.350 0.637
H -4.072 1.605 -1.347 0.145
H -1.816 2.332 -0.368 -1.008
C -3.107 3.712 -3.080 -0.019
C -4.339 3.404 -3.800 -0.996
O -4.207 2.193 -4.621 -0.514
O -2.219 4.284 -3.984 -0.616
H -2.580 3.031 -2.429 0.304
H -3.354 4.478 -2.423 0.236
H -4.748 4.187 -4.370 0.332
H -5.160 3.259 -3.119 0.446
H -3.532 2.439 -5.199 0.337
H -1.804 3.585 -4.506 0.404
C -3.303 5.647 1.636 -0.274
C -4.317 5.017 0.892 0.469
O -4.733 3.804 1.485 -0.684
O -2.869 6.844 1.065 -0.599
H -2.460 5.047 1.804 -0.085
H -3.600 5.764 2.649 0.481
H -3.978 4.767 -0.082 -0.482
H -5.086 5.781 0.840 0.384
H -4.195 3.143 1.074 0.072
H -2.085 7.112 1.481 0.366
```